1.
This record from the OMol25 dataset describes 10 unconnected molecules or ions with the total composition C9H37NO10 in a non-equilibrium geometry. The level of theory is the ωB97M-V functional and the def2-TZVPD basis.

The spin multiplicity is 1. As for the HOMO energy: 1.8 eV. The total charge is -2. For the energy, the calculation gives -1171.89407 Eh. Its HOMO-LUMO gap is 0.083 Ha.

XYZ file:
```
57
Properties=species:S:1:pos:R:3:nbo_charge:R:1
O -21.43773 32.31284 5.22512 -0.719
O -13.33019 30.16234 10.07636 -0.762
O -14.73130 32.50443 8.27136 -0.813
O -18.24779 27.83042 2.96568 -0.990
O -16.34073 29.59783 4.82807 -0.958
O -14.14646 30.10772 7.37781 -1.196
O -15.68098 27.77772 7.62070 -0.724
O -16.46496 33.40322 5.96678 -0.747
O -17.71553 30.57327 9.72089 -0.738
O -14.20272 32.37822 4.89069 -0.701
N -16.66263 30.87450 7.22076 -0.941
C -17.07419 31.63433 10.41011 -0.257
C -13.73930 33.34072 3.95985 -0.244
C -20.21298 32.44811 4.60940 -0.262
C -18.21799 29.25903 3.09045 -0.067
C -17.56137 33.85367 6.79818 -0.264
C -13.55191 33.14383 8.73906 -0.249
C -15.80351 27.49663 8.99044 -0.247
C -17.04106 30.11954 3.70992 -0.073
C -12.13072 29.43784 9.87391 -0.265
H -17.24561 31.49962 11.47809 0.151
H -18.41326 29.62354 2.08194 0.064
H -11.60465 29.81313 8.99613 0.169
H -19.84062 33.45147 4.81606 0.113
H -16.39844 31.84841 7.26314 0.414
H -17.20363 33.81768 7.82718 0.189
H -17.05973 30.59835 6.33411 0.478
H -12.28639 28.36490 9.76137 0.160
H -14.83624 27.60264 9.48162 0.135
H -15.77517 30.39247 7.20845 0.483
H -20.26676 32.37006 3.52353 0.190
H -17.49485 31.08843 3.91833 0.028
H -14.96334 32.73783 5.35299 0.486
H -19.10337 29.52326 3.66872 0.053
H -16.59267 33.77999 5.09309 0.481
H -18.30481 30.15151 10.35056 0.477
H -14.08736 33.13697 2.94721 0.158
H -12.64963 33.36440 3.94674 0.154
H -13.74686 30.20768 9.21269 0.493
H -17.18486 30.59339 8.03830 0.414
H -19.42833 31.79945 4.99883 0.192
H -14.11911 34.33704 4.18610 0.130
H -16.43140 30.40962 2.85419 0.069
H -18.42367 33.20244 6.65524 0.179
H -12.71193 32.45382 8.65904 0.176
H -17.45576 32.60283 10.08684 0.159
H -21.30933 32.67236 6.10595 0.449
H -13.50242 29.62832 7.93452 0.398
H -16.42201 28.29539 9.39974 0.148
H -15.99441 31.57942 10.27168 0.221
H -16.14891 26.50353 9.27775 0.152
H -14.34283 31.73591 7.84701 0.526
H -13.63108 33.34847 9.80675 0.152
H -13.34271 34.00136 8.09955 0.155
H -15.14847 28.57616 7.59802 0.500
H -11.35703 29.51706 10.63761 0.157
H -17.85698 34.88210 6.59070 0.162
```


2.
This record from the OMol25 dataset describes a molecular structure, C13H7LiN2O6. The level of theory is the ωB97M-V functional and the def2-TZVPD basis.

The spin multiplicity is 1. As for the HOMO energy: -2.5 eV. The total charge is -2. For the energy, the calculation gives -1068.31187 Eh. The value obtained for the relative energy (zero: lowest compared OMol25 entry of this formula, charge and spin) is 8.71 kJ/mol. Its HOMO-LUMO gap is 0.277 Ha.

XYZ file:
```
29
Properties=species:S:1:pos:R:3:nbo_charge:R:1
O -0.60404 0.83251 -4.27461 -0.751
O -2.74337 -0.82858 3.20191 -0.787
O 2.84836 -3.03522 -0.44435 -0.752
O -1.65366 0.54288 1.77953 -0.745
O -0.59763 -0.38169 -2.36957 -0.769
O 1.98402 -0.96242 -0.67471 -0.791
N -0.02063 1.77834 -0.91247 -0.438
N 0.00893 -1.52302 1.05093 -0.467
C -0.00281 -3.86353 2.50287 -0.206
C -0.47800 0.65780 -3.05098 0.738
C 2.03233 -2.12816 -0.21454 0.737
C 0.11878 4.29579 -2.03436 -0.197
C 0.24862 4.13004 -0.66097 -0.288
C -0.17130 1.93277 -2.22601 0.115
C 0.93494 -2.45710 0.82638 0.090
C 0.16889 2.84490 -0.14693 0.053
C -0.89839 -1.69866 2.01148 0.118
C -1.88093 -0.54058 2.34053 0.727
C 0.96104 -3.65390 1.53049 -0.250
C -0.93734 -2.87568 2.75631 -0.252
C -0.10092 3.18629 -2.82849 -0.241
Li 0.17935 -0.27501 -0.58291 0.879
H 1.73495 -4.36995 1.29313 0.228
H 0.40148 4.97328 0.00052 0.197
H -0.01580 -4.78759 3.07500 0.184
H 0.17935 5.28586 -2.47541 0.189
H -1.70568 -2.95905 3.51221 0.233
H -0.22738 3.23532 -3.90093 0.235
H 0.23682 2.64435 0.91597 0.212
```


3.
This record from the OMol25 dataset describes a molecular structure, C21H33AsN2O3PdS3Te. The level of theory is the ωB97M-V functional and the def2-TZVPD basis.

The spin multiplicity is 5. As for the HOMO energy (alpha / beta): -13.3 / -13.5 eV. Its expectation value of S² is 6.014. The total charge is +2. For the energy, the calculation gives -4980.94037 Eh. The value obtained for the relative energy (zero: lowest compared OMol25 entry of this formula, charge and spin) is 4.53 kJ/mol. Its HOMO-LUMO gap (alpha / beta) is 0.288 / 0.202 Ha.

XYZ file:
```
65
Properties=species:S:1:pos:R:3:nbo_charge:R:1
Te -3.12442 -0.23336 1.03151 0.332
Pd -0.53024 -0.46524 0.67364 0.830
As -1.69228 -3.91890 0.65595 1.968
S 2.93307 1.63270 3.16879 0.223
S -0.03013 -0.78508 3.22288 0.225
S 2.04297 -0.97913 0.56747 0.285
O -0.05890 1.51414 -6.07908 -0.716
O 0.41956 5.85586 -2.28331 -0.716
O -0.48306 -2.74740 0.57602 -1.204
N -0.28424 -0.30730 -1.52707 -0.493
N -0.68522 1.75228 0.15346 -0.529
C -2.58349 -3.90332 2.35038 -0.997
C -0.20094 3.37358 -1.51398 -0.242
C -0.14296 -0.01277 -4.27358 0.067
C -0.16482 5.83560 -1.00020 -0.100
C -0.07690 0.14007 -5.76710 -0.098
C -0.38801 2.05967 -1.11649 0.263
C -2.93258 -3.75279 -0.80332 -1.002
C 3.01445 0.55328 0.55614 -0.539
C 1.31713 1.67633 3.99162 -0.545
C -0.22325 1.09587 -3.44038 -0.221
C -0.88743 2.74543 1.02865 0.035
C 1.21870 -2.07675 2.99403 -0.536
C 2.44908 -1.67217 2.20198 -0.558
C -0.36526 4.40213 -0.59744 0.070
C 2.48208 1.70066 1.40772 -0.545
C -0.74220 4.07355 0.70033 -0.233
C -0.19630 -1.37859 -2.31906 0.051
C 0.73341 0.34071 4.44899 -0.525
C -0.89802 -5.64338 0.50031 -0.990
C -0.28656 0.91631 -2.06998 0.158
C -0.12319 -1.27324 -3.69176 -0.229
H -2.87102 -2.74690 -1.20576 0.250
H 3.07262 -2.54939 2.03202 0.251
H 0.07854 3.62023 -2.52811 0.265
H 2.85280 2.64497 1.00879 0.240
H 0.81701 -0.37418 -6.12831 0.200
H -1.92293 -4.39728 3.05654 0.263
H 0.46143 6.32653 -0.25179 0.198
H -2.76521 -2.88563 2.68469 0.248
H 0.67871 -2.86059 2.47926 0.258
H -1.13934 6.33331 -0.98787 0.204
H -0.19382 -5.77591 1.31500 0.260
H 0.62008 2.23104 3.36704 0.214
H -0.15833 -2.33381 -1.81396 0.228
H 1.48066 2.27455 4.88914 0.257
H -3.52293 -4.45219 2.28693 0.267
H -0.23979 2.08027 -3.88470 0.263
H 4.03573 0.27905 0.82290 0.249
H 1.40579 1.71307 1.36152 0.214
H -0.94278 -0.36439 -6.20378 0.199
H -0.06842 0.52330 5.16531 0.246
H -0.04682 -2.16990 -4.29743 0.241
H 3.02841 -0.92352 2.73055 0.256
H -0.90957 4.83904 1.45125 0.246
H -2.63331 -4.46129 -1.57143 0.265
H -1.16785 2.45053 2.03254 0.208
H 1.49615 -0.25571 4.95029 0.245
H -3.95107 -3.97503 -0.48822 0.266
H 1.50186 -2.43383 3.98456 0.248
H 3.02360 0.85059 -0.49453 0.245
H -1.67222 -6.40720 0.55357 0.264
H 0.00124 1.62668 -7.03251 0.497
H 0.51850 6.76534 -2.58071 0.498
H -0.37783 -5.71046 -0.44989 0.262
```


4.
This record from the OMol25 dataset describes 2 unconnected molecules or ions with the total composition C9H14 in a non-equilibrium geometry. The level of theory is the ωB97M-V functional and the def2-TZVPD basis.

The spin multiplicity is 1. As for the structure (SMILES): Cc1ccccc1.CC. As for the HOMO energy: -9.0 eV. The total charge is 0. For the energy, the calculation gives -351.30776 Eh. The value obtained for the relative energy (zero: lowest compared OMol25 entry of this formula, charge and spin) is 58.88 kJ/mol. Its HOMO-LUMO gap is 0.372 Ha.

XYZ file:
```
23
Properties=species:S:1:pos:R:3:nbo_charge:R:1
C -2.03977 0.63849 -1.79945 -0.227
C -1.63739 1.67199 -0.98482 -0.201
C -0.28544 -0.86513 2.69804 -0.613
C 0.22418 -0.24848 -1.85888 -0.223
C 2.07876 0.82644 -0.55551 -0.630
C 0.42461 -1.94719 1.81832 -0.620
C -0.30661 1.67590 -0.54151 -0.230
C 0.62410 0.75754 -0.95570 -0.002
C -1.09202 -0.30103 -2.26182 -0.201
H 0.41588 -0.44831 3.43124 0.196
H -3.03409 0.31514 -2.09526 0.216
H 1.46504 -1.91799 2.14207 0.201
H -1.41250 -0.96460 -3.05677 0.209
H 2.29030 1.82565 -0.17909 0.215
H -2.33601 2.46029 -0.74067 0.216
H 0.98845 -0.84777 -2.33988 0.210
H 2.27939 0.15552 0.27970 0.222
H 2.71978 0.56297 -1.39208 0.218
H -1.03605 -1.27809 3.33370 0.204
H -0.07384 2.48355 0.13256 0.209
H -0.62697 -0.01586 2.11146 0.209
H 0.30666 -1.59496 0.80083 0.216
H 0.06355 -2.94406 2.01351 0.208
```